# 1
The following is a DFT calculation (wB97M-V/def2-TZVPD) of a molecular structure, C21H45N2P3PtS2.

Last column: Mulliken charge in e.
CARTESIAN COORDINATES (ANGSTROEM)
Pt (-0.2238, -0.5369, -0.7137)  0.9669
P (-2.2285, 0.2018, -1.7436)  0.4901
P (-0.8869, -2.3948, 0.4841)  0.2375
P (0.9976, -1.4047, -2.4656)  0.7859
H (4.7765, 4.1349, -0.3898)  0.3396
C (4.7641, 3.9069, -1.4607)  -0.3780
C (3.9130, 4.5070, -2.2945)  -0.6142
H (2.8900, 4.8271, -2.0221)  0.2707
C (-3.4390, 1.2000, -0.7829)  -1.2482
C (-3.2240, -1.2839, -2.2302)  -1.2483
C (-2.0739, 1.1582, -3.3121)  -1.2766
C (0.4348, -2.6595, 1.7155)  -0.9289
C (-2.4536, -2.2808, 1.4500)  -0.8696
C (-1.1102, -3.8582, -0.5731)  -1.1418
C (2.1518, -0.4201, -3.5085)  -1.2586
C (-0.0426, -2.1878, -3.7718)  -1.3094
C (2.1502, -2.6996, -1.8878)  -1.2301
H (5.5946, 3.2827, -1.8140)  0.3140
H (4.2785, 4.8685, -3.2584)  0.3215
H (-2.9036, 1.8320, -0.0595)  0.2782
H (-4.1621, 0.5698, -0.2407)  0.3989
H (-3.9854, 1.8517, -1.4849)  0.5075
H (-3.5810, -1.8297, -1.3420)  0.3378
H (-2.6264, -1.9711, -2.8477)  0.2553
H (-4.1038, -0.9813, -2.8226)  0.5283
H (-1.5873, 2.1154, -3.0692)  0.4023
H (-3.0857, 1.3453, -3.7193)  0.5273
H (-1.4656, 0.6024, -4.0425)  0.3175
H (0.3447, -3.6376, 2.2063)  0.4806
H (0.3676, -1.8938, 2.5052)  -0.0440
H (1.4156, -2.6046, 1.2245)  0.2975
H (-3.0910, -3.1619, 1.2732)  0.5931
H (-3.0223, -1.3852, 1.1339)  0.1856
H (-2.2107, -2.2555, 2.5303)  0.2297
H (-1.3566, -4.7371, 0.0345)  0.5538
H (-0.2087, -4.0907, -1.1513)  0.2215
H (-1.9556, -3.6946, -1.2550)  0.2873
H (2.5756, -1.1034, -4.2622)  0.6053
H (2.9569, -0.0015, -2.8895)  0.2919
H (1.6056, 0.3833, -4.0175)  0.3677
H (0.6492, -2.5186, -4.5613)  0.5382
H (-0.7327, -1.4481, -4.2061)  0.3468
H (-0.6005, -3.0565, -3.3930)  0.3393
H (2.7417, -3.0065, -2.7593)  0.5036
H (1.6517, -3.5795, -1.4722)  0.3453
H (2.8266, -2.2732, -1.1367)  0.3473
C (2.5513, 2.6073, -0.4114)  0.6093
C (3.4920, 1.6073, -0.1330)  -0.2530
C (4.3626, 1.7432, 0.9336)  -0.6128
C (4.1387, 2.7130, 1.9257)  -0.6036
C (3.0310, 3.5557, 1.7805)  -0.6854
C (2.2825, 3.5927, 0.5906)  -0.2713
S (1.9651, 2.7197, -2.0637)  0.1226
H (0.6124, 2.5089, -2.0154)  0.0662
H (3.6216, 0.7621, -0.7972)  0.2599
H (5.2108, 1.0659, 0.9572)  0.5222
H (4.7832, 2.7896, 2.8130)  0.5211
H (2.8040, 4.2336, 2.6131)  0.5139
H (1.5727, 4.4054, 0.3625)  0.4778
S (-0.9250, 0.8732, 1.2626)  -0.0135
C (-1.6470, 0.4033, 2.7871)  -0.0786
N (-2.8471, 0.8571, 3.2492)  -0.0532
C (-3.5634, -0.0998, 4.1365)  -0.3918
C (-2.6941, -0.2981, 5.3563)  -0.5245
C (-1.3411, -0.8409, 4.9585)  -0.6440
N (-0.9046, -0.3371, 3.6392)  -0.0555
H (-3.4140, 1.3858, 2.5769)  0.3300
H (-3.6900, -1.0465, 3.5815)  0.1177
H (-4.5448, 0.2962, 4.4146)  0.4729
H (-3.1616, -1.0070, 6.0405)  0.3668
H (-2.5649, 0.6423, 5.9049)  0.3124
H (-1.3613, -1.9472, 4.9171)  0.3001
H (-0.5628, -0.5556, 5.6804)  0.4283
H (0.0693, -0.4605, 3.3430)  0.4995

Values from the calculation:
Charge ... +4
Electronic energy ... -2874.8141 hartree
Molar mass ... 677.7 g/mol
Multiplicity ... 5
Kohn-Sham gap (alpha / beta) ... 7.0 / 3.0 eV
Maximum force ... 3.10 eV/Å
E_HOMO (alpha / beta) ... -18.623 / -18.565 eV

# 2
The following is a DFT calculation (wB97M-V/def2-TZVPD) of a molecular structure, C13H16Cl2N2O2.

Last column: Mulliken charge in e.
CARTESIAN COORDINATES (ANGSTROEM)
O (-2.4127, -0.5353, 1.0894)  -0.6811
C (-1.6932, -0.8545, 0.1139)  0.7251
N (-1.5589, -0.1789, -1.0516)  0.0892
H (-0.7719, -0.6611, -1.7154)  0.2255
C (-1.6088, 1.0904, -1.3325)  -1.2856
H (-2.2877, 1.1793, -2.0177)  0.4980
H (-2.2248, 1.2553, -0.1333)  0.3883
C (-0.5148, 1.8747, -1.3819)  -0.7473
N (0.4784, 1.3538, -0.4156)  0.2435
C (0.2708, 1.7185, 1.0677)  -0.2710
C (0.3329, 3.0681, 1.5074)  -1.1242
H (0.3191, 3.1586, 2.4568)  0.5461
O (2.0376, 3.5008, 1.0407)  -0.3726
C (2.0569, 3.3015, -0.1590)  -0.3053
C (1.8776, 1.8171, -0.7449)  -1.6115
H (2.1161, 1.6311, -1.5573)  1.2780
H (2.7036, 1.2133, -0.0082)  0.2264
H (3.2558, 3.4969, -0.2596)  0.3046
H (1.4179, 4.0684, -0.8691)  0.1596
H (-0.1979, 3.7888, 1.0785)  0.4089
H (-0.8123, 1.3871, 1.2151)  0.2819
H (0.7874, 0.8977, 1.8311)  0.2178
H (-0.1726, 1.7719, -2.1996)  0.8451
H (-0.7841, 2.8988, -0.9550)  0.2443
C (-1.2222, -2.3561, -0.0310)  0.2557
C (0.2586, -2.4290, -0.2221)  -0.3326
C (1.0794, -3.7355, -0.1096)  -0.3984
C (0.0264, -4.7960, 0.4111)  0.5981
C (-1.0734, -4.7352, 0.9670)  -0.7555
C (-1.6802, -3.3848, 0.8174)  -0.2536
H (-2.8504, -3.2636, 1.0494)  0.2235
H (-1.6355, -5.5313, 1.1470)  0.4612
Cl (0.9028, -6.3419, 0.5901)  -0.2437
Cl (2.6587, -3.9606, -0.6291)  -0.1473
H (0.9212, -1.7084, -0.5900)  0.3088

Values from the calculation:
Charge ... 0
Electronic energy ... -1684.8278 hartree
Molar mass ... 303.2 g/mol
Kohn-Sham gap ... 8.3 eV
Energy relative to the best compared isomer or geometry (same formula, charge and spin) ... 14.8749 eV
Maximum force ... 18.16 eV/Å
E_HOMO ... -8.409 eV

# 3
The following is a DFT calculation (wB97M-V/def2-TZVPD) of a gas-phase ion, C4H12NO (charge +1).

Last column: Mulliken charge in e.
CARTESIAN COORDINATES (ANGSTROEM)
C (1.1153, -1.8523, -1.0958)  -1.3586
C (0.2823, -0.6069, -0.8091)  -0.0156
N (1.2848, 0.5419, -0.3239)  -0.2941
C (-0.7593, -0.6689, 0.3336)  -0.6486
C (-1.4735, 0.6977, 0.5568)  -0.5113
O (-0.6855, 1.6376, 1.3012)  -0.5911
H (1.9598, -1.5329, -1.7067)  0.4038
H (1.3953, -2.1889, -0.0917)  0.3682
H (0.5630, -2.6370, -1.5981)  0.3652
H (-0.0954, -0.1229, -1.7122)  0.4228
H (0.8065, 1.1360, 0.3725)  0.3066
H (1.4301, 1.2166, -1.0782)  0.3560
H (2.1208, 0.1522, 0.1100)  0.3653
H (-0.2234, -0.9000, 1.2679)  0.3260
H (-1.4994, -1.4169, 0.0649)  0.4405
H (-2.3874, 0.4383, 1.0862)  0.4486
H (-1.6326, 1.1431, -0.4166)  0.2683
H (-1.2733, 2.0560, 1.9308)  0.3480

Values from the calculation:
Charge ... +1
Electronic energy ... -289.3483 hartree
Molar mass ... 90.1 g/mol
Kohn-Sham gap ... 11.9 eV
Energy relative to the best compared isomer or geometry (same formula, charge and spin) ... 0.7219 eV
Maximum force ... 1.42 eV/Å
SMILES ... C[C@H]([NH3+])CCO
E_HOMO ... -15.075 eV